Record 1
{
  "formula": "C9H12N5",
  "method": "the ωB97M-V functional and the def2-TZVPD basis",
  "elements": ["C", "C", "C", "C", "C", "C", "C", "C", "C", "N", "N", "N", "N", "N", "H", "H", "H", "H", "H", "H", "H", "H", "H", "H", "H", "H"],
  "xyz": [[-1.6814, -3.7113, -0.7892], [-0.6630, -2.1524, -1.8927], [-0.1225, -2.0463, 2.0831], [-1.0441, -2.9482, 0.1797], [0.5875, 2.7105, 0.9283], [-0.6266, 2.5101, -0.0252], [1.6080, 1.5456, 0.7195], [0.1792, 1.8435, -1.1787], [0.3592, -1.0132, 0.1077], [-1.3434, -3.2528, -1.9767], [-0.4094, -1.8331, -0.5851], [0.5083, -0.9986, 1.3374], [-0.7528, -2.9700, 1.4789], [1.3059, 1.1433, -0.5982], [-2.3376, -4.5439, -0.5234], [-0.3987, -1.5491, -2.6771], [0.1242, -1.8846, 3.1603], [1.0136, 3.6977, 0.5975], [0.2521, 2.8346, 1.9176], [-1.4625, 1.9293, 0.4629], [-0.9398, 3.4405, -0.2143], [2.6991, 2.0145, 0.6495], [1.4084, 0.7228, 1.5449], [-0.4933, 1.3039, -1.7216], [0.4762, 2.6573, -1.7193], [1.7536, 0.5500, -1.2659]],
  "forces_ev_per_a": [[0.7, -0.1, 3.2], [-0.5, -1.2, 1.5], [1.2, 0.5, 0.8], [0.6, 0.5, -0.1], [0.3, 1.0, -1.1], [2.4, -4.3, 2.1], [1.6, 2.0, 0.8], [-1.7, 0.9, 2.9], [-0.2, 1.0, 1.8], [-0.8, 0.6, -2.4], [0.1, -0.7, -0.8], [-0.3, 0.2, -2.2], [-1.0, 0.2, 1.1], [-3.0, -2.7, -0.2], [0.4, 0.2, -0.6], [0.8, 1.2, -1.8], [-0.7, -1.0, -0.9], [0.1, -1.0, 0.5], [0.0, 0.0, 1.4], [1.0, 0.2, -0.8], [-1.5, 3.3, -1.3], [-2.0, -1.5, 1.0], [0.8, 1.0, -1.5], [-1.2, -2.1, -1.9], [1.4, 1.9, -1.9], [1.4, 0.0, 0.2]],
  "lowdin_charge": [-0.045, -0.101, -0.093, -0.172, -0.150, -0.113, -0.179, -0.156, 0.008, 0.105, 0.080, 0.135, 0.177, 0.027, 0.139, 0.111, 0.151, 0.135, 0.094, 0.136, 0.065, 0.180, 0.128, 0.089, 0.107, 0.140],
  "lumo_ev": [-6.3, -6.3],
  "mol_weight_g_mol": 190.2,
  "de_lowest_kj_mol": 493.4,
  "total_charge": 1,
  "spin_multiplicity": 1,
  "gap_ev": [6.5, 6.5]
}

***

Record 2
{
  "formula": "C9H12N5O",
  "method": "the ωB97M-V functional and the def2-TZVPD basis",
  "elements": ["C", "C", "C", "C", "C", "C", "C", "C", "C", "N", "N", "N", "N", "N", "O", "H", "H", "H", "H", "H", "H", "H", "H", "H", "H", "H", "H"],
  "xyz": [[-2.2952, -2.5191, -2.5711], [-2.5250, 0.8119, -3.0588], [-0.7499, -2.3579, -0.8465], [-2.2754, -1.2067, -2.6768], [-1.6336, -0.3782, -1.6367], [-0.0238, 1.3252, 1.9967], [-0.4234, 1.0820, 0.5946], [0.4447, -0.1130, 2.4774], [-0.3493, -0.4307, 0.4014], [-1.4769, -3.0057, -1.6396], [-2.7415, -0.3390, -3.5848], [-1.8901, 0.8637, -1.8604], [-0.8364, -0.9782, -0.7529], [2.2573, -0.3538, -0.4492], [-0.1157, -1.1480, 1.4807], [-2.9008, -3.2450, -3.1193], [-2.9180, 1.7377, -3.4349], [-0.1901, -2.9261, -0.0223], [0.8750, 2.0201, 1.9223], [-0.7647, 1.7735, 2.4957], [-1.4161, 1.4610, 0.3601], [0.3076, 1.4099, -0.2945], [1.4940, -0.1754, 2.4069], [0.0272, -0.4775, 3.3823], [1.7936, -1.2088, -0.7878], [2.7747, -0.6506, 0.3544], [2.8572, 0.0001, -1.1837]],
  "forces_ev_per_a": [[-0.7, -1.2, -0.5], [-1.2, 1.3, -0.5], [0.1, -2.0, 1.7], [0.9, 1.9, -0.1], [-1.0, 0.3, -2.2], [5.1, -1.7, -1.5], [1.4, -1.3, -3.4], [-1.6, 1.0, -0.5], [-2.0, 1.5, 1.1], [1.0, -2.7, 0.9], [-1.6, -0.1, -1.2], [1.3, 0.5, 1.4], [1.8, -1.1, 3.5], [-1.4, -0.7, -0.2], [0.8, 2.6, -2.2], [0.3, 0.5, -0.1], [0.1, 0.2, -0.5], [-0.5, 1.2, -1.5], [-1.1, -0.9, 0.8], [-2.7, 1.3, 2.3], [0.0, -0.2, -0.4], [-1.6, -0.1, 2.1], [1.1, -0.4, 0.1], [0.0, 0.0, 0.9], [0.7, 0.5, -0.1], [0.7, 0.0, 0.2], [0.1, -0.1, 0.2]],
  "lowdin_charge": [0.007, -0.163, -0.096, -0.216, -0.227, -0.092, -0.100, 0.025, -0.192, 0.120, 0.150, 0.160, 0.107, 0.077, 0.085, 0.150, 0.126, 0.181, 0.159, 0.078, 0.127, 0.184, 0.105, 0.126, 0.035, 0.031, 0.053],
  "lumo_ev": -5.4,
  "mol_weight_g_mol": 206.2,
  "de_lowest_kj_mol": 172.8,
  "total_charge": 1,
  "spin_multiplicity": 1,
  "gap_ev": 7.7
}

***

Record 3
{
  "formula": "C9H12NO2",
  "method": "the ωB97M-V functional and the def2-TZVPD basis",
  "elements": ["C", "C", "C", "C", "C", "C", "C", "C", "C", "N", "O", "O", "H", "H", "H", "H", "H", "H", "H", "H", "H", "H", "H", "H"],
  "xyz": [[-1.5616, 1.4598, 0.5384], [-1.7025, -0.5102, 2.0176], [-1.3130, 0.1409, 0.6183], [-0.3472, -0.4547, -0.3921], [0.9458, 0.3177, -0.2315], [-0.8487, -0.1335, -1.7279], [-0.0701, -1.9020, -0.0607], [1.8851, -0.0900, 0.9231], [1.2083, 1.5687, -0.9240], [-1.6377, 2.6063, 0.2945], [-2.9152, -0.5839, 2.0970], [-0.7687, -0.8845, 2.7596], [-1.6101, -0.7885, -2.0272], [-0.1461, -0.2209, -2.5707], [-1.2449, 0.8485, -1.6702], [0.9416, -2.1339, -0.2899], [-0.7802, -2.5988, -0.6347], [-0.2903, -2.2007, 1.0139], [1.7774, 0.7903, 1.6364], [2.8931, -0.1209, 0.5558], [1.6346, -0.9877, 1.4547], [0.7785, 2.4727, -0.5173], [0.8674, 1.5508, -1.9253], [2.3045, 1.8544, -0.9380]],
  "forces_ev_per_a": [[-0.2, 3.1, -1.1], [1.8, -0.1, -1.1], [1.0, -1.8, 2.0], [1.2, 0.2, 1.1], [0.3, -1.5, 2.2], [0.1, -0.5, -2.0], [-2.5, -2.2, 0.3], [-1.4, 2.6, -0.2], [2.0, 1.1, 0.1], [-0.3, -0.7, 0.5], [-1.5, -0.1, 0.6], [-0.4, 0.3, -0.2], [-1.6, -1.0, -0.1], [0.3, 0.2, 0.5], [-0.4, 1.0, -0.6], [0.8, -0.5, -0.3], [1.0, 1.0, 0.4], [0.6, 0.8, -1.2], [0.5, -1.1, -0.3], [0.7, 0.0, -0.1], [-0.3, -0.2, 0.1], [-0.7, 0.3, 0.7], [-0.2, 0.0, -1.2], [-0.9, -0.7, 0.0]],
  "lowdin_charge": [-0.259, -0.717, -0.036, -0.534, -0.216, -0.069, -0.043, -0.053, -0.095, 0.137, 0.005, -0.049, 0.070, 0.100, 0.068, 0.061, 0.105, 0.096, 0.108, 0.057, 0.053, 0.063, 0.050, 0.099],
  "lumo_ev": [3.3, 3.4],
  "mol_weight_g_mol": 166.2,
  "de_lowest_kj_mol": 199.1,
  "total_charge": -1,
  "spin_multiplicity": 1,
  "gap_ev": [7.2, 7.5]
}

***

Record 4
{
  "formula": "C9H12NO3",
  "method": "the ωB97M-V functional and the def2-TZVPD basis",
  "elements": ["C", "C", "C", "C", "C", "C", "C", "C", "C", "N", "O", "O", "O", "H", "H", "H", "H", "H", "H", "H", "H", "H", "H", "H", "H"],
  "xyz": [[2.9638, -1.2696, 0.2563], [2.6253, -2.4229, 0.1408], [3.2085, 0.9710, -0.4019], [0.9080, 1.3968, 0.3448], [2.2354, -3.8388, 0.0816], [-1.9371, 2.3796, 0.2581], [-2.1787, 0.5080, -1.3907], [-1.6184, -0.0110, 1.0040], [-1.4346, 0.9868, -0.1411], [2.0829, 1.4677, -0.2842], [4.3151, 1.1224, -0.7929], [0.6924, 1.7354, 1.4898], [-0.0635, 1.0466, -0.5487], [2.8227, -4.3662, -0.6797], [2.3953, -4.3400, 1.0439], [1.1754, -3.9325, -0.1803], [-1.4126, 2.7197, 1.1462], [-1.7449, 3.0809, -0.5528], [-3.0068, 2.3494, 0.4584], [-3.2525, 0.4992, -1.2129], [-1.8522, -0.4951, -1.6578], [-1.9548, 1.1711, -2.2211], [-1.0694, 0.3304, 1.8775], [-2.6739, -0.1077, 1.2536], [-1.2254, -0.9813, 0.7089]],
  "forces_ev_per_a": [[0.4, 2.5, -0.3], [-0.4, -1.4, 0.1], [0.2, -0.5, 0.1], [-0.3, 0.0, 0.2], [0.1, 0.2, -0.1], [0.3, -0.2, 0.0], [0.3, 0.0, 0.3], [0.2, 0.2, -0.1], [-0.6, 0.0, 0.3], [0.6, 0.3, -0.5], [-0.4, -0.5, 0.3], [-0.1, -0.2, -0.1], [0.2, -0.1, 0.1], [-0.1, -0.1, 0.1], [0.0, 0.0, -0.1], [0.1, -0.1, 0.0], [0.0, 0.0, 0.0], [0.0, 0.1, -0.1], [-0.1, 0.0, 0.0], [-0.1, 0.0, 0.0], [0.0, -0.1, 0.0], [0.0, 0.1, -0.1], [-0.1, 0.0, 0.0], [-0.1, 0.0, 0.0], [0.0, -0.1, 0.0]],
  "lowdin_charge": [-0.041, -0.334, -0.404, -0.562, -0.202, -0.030, -0.033, -0.025, -0.593, 0.189, 0.062, 0.070, 0.021, 0.051, 0.052, 0.049, 0.074, 0.086, 0.079, 0.080, 0.085, 0.082, 0.076, 0.081, 0.089],
  "lumo_ev": 3.1,
  "mol_weight_g_mol": 182.2,
  "de_lowest_kj_mol": 164.2,
  "total_charge": -1,
  "spin_multiplicity": 1,
  "gap_ev": 7.7
}

***

Record 5
{
  "formula": "C9H12O2S",
  "method": "the ωB97M-V functional and the def2-TZVPD basis",
  "elements": ["C", "C", "C", "C", "C", "C", "C", "C", "C", "O", "O", "S", "H", "H", "H", "H", "H", "H", "H", "H", "H", "H", "H", "H"],
  "xyz": [[-2.5780, 2.0765, 2.3768], [-1.6239, 1.0593, 2.0973], [-2.4767, 3.1370, 1.5380], [-0.8325, 1.3998, 1.0599], [0.8078, 0.1275, -0.0814], [0.2517, -0.7360, -1.1016], [-1.2224, -0.6980, -1.4097], [1.1417, -1.2473, -2.2094], [2.4825, 0.9251, 1.2987], [0.6123, -1.1816, 0.2324], [1.9444, 0.8074, -0.0096], [-1.2089, 2.9271, 0.3811], [-3.3047, 2.0046, 3.1671], [-1.5464, 0.1380, 2.6456], [-3.0701, 4.0283, 1.5093], [-1.3891, -0.0696, -2.2816], [-1.7740, -0.2920, -0.5645], [-1.5818, -1.7040, -1.6256], [0.7601, -2.1956, -2.5852], [2.1564, -1.3944, -1.8446], [1.1586, -0.5263, -3.0244], [3.4206, 1.4665, 1.1944], [2.6517, -0.0602, 1.7402], [1.7831, 1.4901, 1.9282]],
  "forces_ev_per_a": [[-0.1, 0.2, -0.1], [0.3, -0.4, 0.0], [0.2, 0.0, -0.3], [-1.7, 1.8, 1.1], [-0.1, -0.6, -1.3], [0.3, 0.6, -1.0], [0.2, -0.1, 0.2], [-0.1, -0.2, 0.4], [-0.1, 0.1, 0.5], [0.4, -1.0, 0.9], [0.8, 0.0, -0.5], [0.1, -0.3, 0.2], [-0.1, 0.0, 0.1], [0.0, -0.2, 0.1], [-0.2, 0.2, 0.1], [-0.1, 0.1, -0.1], [-0.1, 0.0, -0.1], [0.0, 0.0, -0.1], [0.0, -0.1, -0.1], [0.0, 0.0, 0.0], [0.0, 0.0, -0.1], [-0.1, -0.1, 0.1], [0.1, 0.1, 0.0], [0.2, -0.1, 0.0]],
  "lowdin_charge": [-0.203, -0.194, -0.426, -0.364, -0.393, -0.445, -0.004, -0.002, -0.047, 0.091, -0.038, 0.975, 0.100, 0.103, 0.056, 0.092, 0.068, 0.089, 0.083, 0.089, 0.091, 0.094, 0.098, 0.088],
  "lumo_ev": [0.8, -1.7],
  "mol_weight_g_mol": 184.3,
  "s_squared": 2.016,
  "de_lowest_kj_mol": 113.0,
  "spin_multiplicity": 3,
  "gap_ev": [6.7, 7.1]
}

***

Record 6
{
  "formula": "C9H12OS",
  "method": "the ωB97M-V functional and the def2-TZVPD basis",
  "elements": ["C", "C", "C", "C", "C", "C", "C", "C", "C", "O", "S", "H", "H", "H", "H", "H", "H", "H", "H", "H", "H", "H", "H"],
  "xyz": [[-2.5578, 0.5377, -0.1385], [-4.0459, 0.8546, -0.4754], [-1.2785, 1.1514, -0.5277], [-3.2168, -0.6737, -0.2167], [0.1403, -1.3258, -1.3655], [1.1066, 1.5833, -0.0013], [-0.4721, 0.9081, 1.8696], [0.2691, -0.7612, 0.0762], [-0.1088, 0.7486, 0.3709], [-1.1808, 1.9574, -1.4020], [-4.8283, -0.4392, 0.3924], [-3.0570, -1.4881, -0.7728], [-0.9054, -1.7112, -1.6309], [0.2607, -0.3879, -2.0063], [0.8406, -2.0387, -1.5234], [1.9905, 1.1115, 0.4016], [1.1761, 1.5912, -1.1371], [0.9616, 2.6074, 0.4118], [0.2738, 0.2922, 2.4053], [-0.5114, 2.0238, 2.1552], [-1.3477, 0.4149, 2.0540], [-0.5249, -1.2915, 0.8408], [1.3358, -1.0808, 0.3579]],
  "forces_ev_per_a": [[-4.0, -0.1, -1.1], [2.9, 0.9, 0.2], [0.2, -0.6, 1.2], [0.5, 2.4, 2.8], [-3.9, 4.2, 0.1], [-0.7, 0.7, -1.1], [2.7, 1.6, -0.9], [-1.8, -2.1, 2.2], [1.2, -0.7, -0.5], [-0.2, 0.6, -0.9], [-0.5, -0.3, 0.3], [0.8, -2.9, -2.4], [1.5, 0.4, 0.5], [0.2, -1.6, 0.2], [2.1, -2.1, -0.8], [0.3, 0.1, 0.2], [0.2, 0.3, 1.5], [0.4, -0.5, -0.6], [0.0, 0.9, 0.2], [0.1, -1.9, -0.2], [-2.7, -0.9, 0.6], [2.2, 0.4, -1.9], [-1.6, 1.1, 0.3]],
  "lowdin_charge": [-0.177, -0.199, -0.383, -0.470, -0.079, -0.052, -0.027, -0.190, -0.512, 0.136, 0.901, 0.036, 0.087, 0.099, 0.022, 0.075, 0.106, 0.098, 0.097, 0.127, 0.030, 0.147, 0.129],
  "lumo_ev": -0.4,
  "mol_weight_g_mol": 168.3,
  "de_lowest_kj_mol": 507.4,
  "spin_multiplicity": 1,
  "gap_ev": 8.5
}

***

Record 7
{
  "formula": "C9H13BN2Ru",
  "method": "the ωB97M-V functional and the def2-TZVPD basis",
  "elements": ["C", "C", "C", "C", "C", "Ru", "C", "C", "C", "N", "H", "H", "H", "H", "H", "H", "H", "H", "H", "H", "B", "C", "N", "H", "H", "H"],
  "xyz": [[-0.7109, 2.1554, 0.2898], [0.3956, 1.8779, 1.1499], [-0.0485, 0.9521, 2.1675], [-1.4298, 0.6372, 1.9032], [-1.8226, 1.3672, 0.7246], [-0.0678, -0.1341, 0.2801], [1.9219, -0.0950, -0.2945], [1.4435, 0.4317, -1.6522], [2.2073, 1.3174, -2.3908], [0.2234, -0.0001, -1.7851], [0.5383, 0.6014, 3.0178], [1.3740, 2.3556, 1.1215], [-2.0662, 0.0035, 2.5180], [-2.8109, 1.3404, 0.2650], [-0.7286, 2.8849, -0.5146], [2.6595, 0.5400, 0.1995], [-0.3949, 0.1679, -2.5810], [2.2080, -1.1522, -0.3434], [3.2305, 1.4496, -2.0413], [1.7647, 1.8840, -3.1978], [-1.8461, -4.2132, 0.1175], [-1.1102, -2.9198, 0.4094], [-0.5709, -1.8774, 0.5532], [-2.9708, -3.8218, -0.2164], [-1.8791, -4.8659, 1.1609], [-1.2839, -4.7919, -0.8178]],
  "forces_ev_per_a": [[-0.9, 0.7, 0.7], [-0.6, -0.2, 0.3], [-0.7, 0.5, 0.8], [0.5, 1.2, 0.6], [0.5, 0.2, -0.1], [1.7, 2.6, 0.1], [0.1, -0.2, -1.2], [0.5, -1.0, 1.9], [0.3, 0.6, -0.4], [-0.9, -0.1, -2.1], [-0.2, 0.2, -0.4], [-0.3, -0.2, -0.1], [0.3, 0.1, -0.4], [0.4, 0.0, 0.1], [0.1, -0.4, 0.1], [-0.1, -0.3, 0.0], [0.7, 0.3, -0.1], [0.1, 0.3, 0.0], [-0.3, 0.3, -0.4], [0.3, 0.0, -0.2], [-0.7, -0.9, -0.1], [1.1, 1.8, 0.0], [-1.9, -5.7, 0.5], [0.4, -0.2, 0.1], [0.0, 0.2, -0.4], [-0.2, 0.3, 0.5]],
  "lowdin_charge": [-0.195, -0.210, -0.223, -0.204, -0.161, 1.246, -0.190, -0.520, 0.139, 0.011, 0.106, 0.111, 0.109, 0.105, 0.102, 0.052, 0.094, 0.063, 0.078, 0.071, -0.416, -0.150, -0.083, 0.024, 0.019, 0.022],
  "lumo_ev": [0.4, -2.5],
  "mol_weight_g_mol": 261.1,
  "s_squared": 6.046,
  "spin_multiplicity": 5,
  "gap_ev": [6.5, 6.3]
}

***

Record 8
{
  "formula": "C9H13Cl4O7",
  "method": "the ωB97M-V functional and the def2-TZVPD basis",
  "elements": ["O", "C", "O", "C", "C", "C", "O", "O", "C", "O", "O", "O", "H", "H", "H", "H", "H", "Cl", "C", "C", "Cl", "H", "H", "H", "H", "Cl", "C", "C", "Cl", "H", "H", "H", "H"],
  "xyz": [[5.4062, -1.9790, -0.5021], [4.2502, -1.8031, -0.0815], [3.8076, -2.5775, 1.0388], [2.9869, -1.6180, 1.7845], [2.5325, -0.5058, 0.7183], [0.9409, -0.5658, 0.7841], [0.2620, 0.4213, -0.0353], [-1.0906, 0.3724, 0.2374], [3.3071, 0.8251, 1.1742], [4.2822, 1.3009, 0.4843], [2.9927, 1.5175, 2.3502], [3.2281, -0.8949, -0.4971], [2.0124, -2.1936, 2.0249], [3.3682, -1.2369, 2.7889], [0.5886, -0.5084, 1.8868], [0.6272, -1.6292, 0.4079], [-1.3061, -0.4612, 0.7140], [-2.9794, -4.6947, -2.1173], [-3.0481, -2.9138, -2.1212], [-1.6834, -2.2876, -1.9172], [-1.0592, -2.5532, -0.2703], [-3.7529, -2.6008, -1.3492], [-3.4509, -2.6154, -3.0912], [-1.7463, -1.2063, -2.0593], [-0.9507, -2.6813, -2.6235], [-4.1069, 3.6128, -1.1497], [-2.9314, 4.6347, -0.2824], [-1.7936, 3.8258, 0.3068], [-2.3298, 2.7903, 1.6506], [-3.4698, 5.1903, 0.4873], [-2.5398, 5.3506, -1.0081], [-1.0320, 4.4966, 0.7096], [-1.3223, 3.1881, -0.4435]],
  "forces_ev_per_a": [[-4.8, 0.9, 0.6], [2.4, -0.7, -0.1], [0.1, 3.2, -0.8], [-2.7, -1.3, 0.2], [1.1, 0.7, 2.1], [0.6, -1.1, -0.3], [2.6, -1.1, 0.4], [-2.3, 0.0, 0.6], [1.7, 6.2, 3.1], [-2.9, -2.7, 0.9], [-0.2, -4.3, -4.4], [1.2, -2.4, 1.1], [1.6, 0.6, -0.1], [0.2, -0.3, -1.8], [0.8, 0.4, -1.6], [1.3, 2.3, 0.8], [0.5, 0.6, -0.5], [0.0, -0.1, 0.0], [0.0, 0.3, 0.0], [-0.2, 0.1, -0.3], [-1.0, -1.2, -0.6], [0.2, -0.1, 0.0], [0.1, 0.0, 0.1], [0.0, -0.1, 0.1], [-0.1, -0.1, 0.2], [-0.1, 0.0, 0.0], [0.3, 0.2, 0.1], [0.1, 0.0, -0.1], [-0.2, 0.2, 0.1], [0.0, -0.2, -0.1], [0.0, -0.1, 0.0], [-0.1, 0.0, 0.0], [-0.1, 0.0, 0.1]],
  "lowdin_charge": [0.107, -0.393, -0.002, -0.078, -0.264, -0.158, -0.149, -0.159, -0.497, -0.058, -0.211, 0.055, 0.124, 0.152, 0.161, 0.018, 0.032, 0.527, -0.661, -0.588, 0.703, 0.070, 0.072, 0.082, 0.079, 0.516, -0.670, -0.650, 0.561, 0.063, 0.068, 0.078, 0.069],
  "lumo_ev": 2.2,
  "mol_weight_g_mol": 375.0,
  "de_lowest_kj_mol": 233.6,
  "total_charge": -1,
  "spin_multiplicity": 1,
  "gap_ev": 6.4
}